Molecular formula: H22O11
Method: DFT, wB97M-V/def2-TZVPD

Structure (ORCA input):
```
! wB97M-V def2-TZVPD RIJCOSX def2/J DEFGRID3
* xyz 0 1
H -2.972 -1.239 0.362
H 0.218 -0.846 -0.941
H 5.663 4.193 0.889
H 0.995 0.476 0.674
H -2.131 -0.131 0.563
H 1.090 1.573 -0.388
H 0.568 -3.349 1.002
H -2.207 -0.547 2.571
H -0.999 2.010 -0.413
H -2.959 -3.618 -0.050
H 4.676 -2.057 -0.524
H 1.498 -1.412 -0.934
H -1.105 1.321 -1.692
O -1.441 -0.267 -2.121
H 4.300 3.650 1.333
O -2.918 -0.438 0.854
O -2.884 -3.005 -0.675
O -2.919 -0.733 3.171
H -2.005 4.455 0.211
O 5.155 3.386 1.058
H -0.880 -0.031 -2.965
H -2.031 -2.583 -0.525
O -1.045 2.267 -1.329
H -2.136 -0.781 -2.481
O 1.662 0.878 0.126
H 1.522 -2.153 1.231
O 0.646 -1.526 -1.399
O 5.560 -2.550 -0.368
O -2.723 4.799 -0.407
H 5.705 -2.098 0.466
O 0.947 -2.619 0.625
H -3.578 -1.047 2.536
H -3.270 4.022 -0.464
*
```

Calculated values
Largest force on an atom = 6.0 eV Å⁻¹
E_tot = -22876.60378 eV
SMILES = O.O.O.O.O.O.O.O.O.O.O
ΔE to the lowest compared entry with this formula, charge and spin = 4.910 eV

Molecular formula: C5H14
Method: DFT, wB97M-V/def2-TZVPD

Structure (ORCA input):
```
! wB97M-V def2-TZVPD RIJCOSX def2/J DEFGRID3
* xyz 0 1
H -1.642 0.395 3.289
H -0.806 -0.180 0.534
H 1.715 -0.659 -2.010
C -0.490 -0.131 1.577
H -2.197 1.299 1.974
C 0.027 -0.776 -3.358
H -0.744 -1.119 1.959
H 0.697 0.792 -2.095
C 0.689 -0.294 -2.075
H 1.417 0.118 2.609
C 0.986 0.244 1.611
H 0.198 -0.663 -1.180
H -0.020 -1.868 -3.389
H 0.544 -0.434 -4.257
H -0.669 1.808 2.632
C -1.263 0.929 2.415
H -1.004 -0.447 -3.515
H 1.082 1.320 1.449
H 1.644 -0.269 0.909
*
```

Calculated values
Largest force on an atom = 1.5 eV Å⁻¹
E_tot = -5411.67792 eV
SMILES = CCC.CC
ΔE to the lowest compared entry with this formula, charge and spin = 0.372 eV

Molecular formula: C3H7N
Method: DFT, wB97M-V/def2-TZVPD

Structure (ORCA input):
```
! wB97M-V def2-TZVPD RIJCOSX def2/J DEFGRID3
* xyz 1 2
N -0.766 1.553 -0.044
H 0.567 0.456 -1.950
H -0.926 -0.522 -1.823
H 0.096 0.334 2.062
H 1.069 -0.860 1.163
H -0.710 -1.099 1.493
H 0.539 -1.263 -1.233
H 0.198 1.750 0.476
C -0.202 0.348 -0.028
C 0.049 -0.304 -1.360
C 0.087 -0.394 1.245
*
```

Calculated values
Largest force on an atom = 3.3 eV Å⁻¹
E_tot = -4703.78919 eV
ΔE to the lowest compared entry with this formula, charge and spin = 2.693 eV

Molecular formula: C2H4NOS2
Method: DFT, wB97M-V/def2-TZVPD

Structure (ORCA input):
```
! wB97M-V def2-TZVPD RIJCOSX def2/J DEFGRID3
* xyz -1 1
C 1.601 -1.816 1.350
O 2.609 -2.406 1.163
S 0.930 -1.153 -0.491
H -1.167 0.174 0.679
H -1.431 -1.273 -0.462
N 2.060 0.278 -0.638
H -0.879 0.428 -0.933
S 0.648 -1.384 2.618
C -0.875 -0.356 -0.220
H 2.118 0.582 0.302
*
```

Calculated values
Largest force on an atom = 4.6 eV Å⁻¹
E_tot = -27345.99932 eV
ΔE to the lowest compared entry with this formula, charge and spin = 1.913 eV

Molecular formula: C5H11N3
Method: DFT, wB97M-V/def2-TZVPD

Structure (ORCA input):
```
! wB97M-V def2-TZVPD RIJCOSX def2/J DEFGRID3
* xyz 0 1
H 0.800 -2.360 -0.214
H -1.038 1.685 -0.829
H 0.815 -1.896 1.383
C -0.176 1.620 1.432
H -1.844 0.175 2.756
H 0.478 2.143 0.757
H 1.481 0.249 -2.600
N -1.251 -0.385 2.167
C -0.450 0.318 1.276
H 1.030 -1.452 -2.447
N -0.699 1.079 -1.561
H -0.402 1.507 -2.422
C -0.127 -0.120 -1.171
H -0.665 2.201 2.200
C 0.049 -0.490 0.127
H -1.713 -1.193 1.785
H 2.126 -0.718 -1.250
C 1.256 -0.542 -1.886
N 0.328 -1.820 0.498
*
```

Calculated values
Largest force on an atom = 4.8 eV Å⁻¹
E_tot = -9831.74792 eV
SMILES = C=C(N)/C(N)=C(/C)N
ΔE to the lowest compared entry with this formula, charge and spin = 2.158 eV

Molecular formula: C24H27N3PdSb
Method: DFT, wB97M-V/def2-TZVPD

Structure (ORCA input):
```
! wB97M-V def2-TZVPD RIJCOSX def2/J DEFGRID3
* xyz 1 3
H -0.847 -4.323 1.857
H -3.124 -1.758 3.393
H -4.294 0.370 -3.149
H -2.079 -1.577 -1.288
C -2.955 1.852 -3.935
C -1.127 -2.594 3.147
C 1.169 3.106 -0.610
H -3.647 2.220 -4.681
H -1.067 -1.134 4.760
H 1.323 4.131 3.038
H 0.983 0.769 2.714
H 2.074 5.748 1.302
H -0.784 -4.683 3.589
H 1.892 -2.101 0.027
H 4.738 -0.712 -4.219
C 0.386 1.680 2.710
H 0.457 -2.001 4.518
C -1.684 2.397 -3.816
C 3.887 -0.542 -3.572
C 2.158 0.866 -2.714
C -2.787 -0.749 -1.205
C 0.827 2.607 1.626
C 2.326 -1.312 -1.921
C 1.708 4.767 1.031
C 1.638 4.371 -0.297
H 0.479 2.173 3.675
H -0.912 -2.815 5.288
C -0.629 -2.102 4.512
H -2.956 -3.435 3.934
H -3.032 -3.066 2.205
N 1.721 -0.113 -1.910
H 2.318 -3.321 -1.186
C -0.746 -1.625 2.109
H 3.574 1.495 -4.195
H -3.782 -1.123 -1.438
C 3.242 0.687 -3.557
Sb 1.142 2.755 -2.737
C -0.826 1.903 -2.849
N -1.193 0.912 -2.022
H 0.727 -2.550 -1.206
C -2.657 -2.718 3.168
Pd 0.109 0.177 -0.405
H -0.647 1.369 2.563
C -0.432 -0.820 1.250
H 1.945 5.043 -1.088
H 0.586 -3.890 2.800
H 3.886 -2.522 -2.740
C 1.295 3.873 1.989
C -3.317 0.827 -3.086
C 1.792 -2.383 -1.023
C -0.502 -3.957 2.825
C 3.419 -1.547 -2.751
H -2.764 -0.421 -0.165
C -2.416 0.366 -2.130
N 0.772 2.232 0.335
H -1.363 3.198 -4.468
*
```

Calculated values
Largest force on an atom = 0.1 eV Å⁻¹
E_tot = -39805.42272 eV

Molecular formula: C39H47Cl2FN6O5ReSi
Method: DFT, wB97M-V/def2-TZVPD

Structure (ORCA input):
```
! wB97M-V def2-TZVPD RIJCOSX def2/J DEFGRID3
* xyz 2 2
H -4.065 -2.794 -3.069
C 2.607 -2.962 1.488
C 1.250 -0.076 -1.063
H -2.404 -2.492 -2.633
C -1.880 0.776 -3.938
C -0.538 -1.428 -4.153
H -2.496 1.357 -4.627
H 0.838 2.616 4.083
C 5.957 1.618 3.696
H 0.297 -1.141 -4.788
H 4.588 2.442 0.714
H -3.937 -3.212 -5.480
H 1.913 2.437 2.701
H -1.565 2.957 2.821
N 3.029 0.221 1.087
C -1.250 -3.766 7.170
O -1.454 -0.370 -5.951
C -1.905 5.273 -1.787
C -2.958 -2.738 -5.403
H -4.440 0.217 -4.365
H 0.854 0.629 -3.077
N -1.151 0.183 1.227
H -3.704 0.332 0.652
N 1.222 -1.348 -0.319
C 2.946 2.452 -1.118
C 1.041 -0.300 -2.543
H 0.474 0.592 -0.670
H 1.676 1.085 3.823
C -3.297 -2.019 -3.055
C 0.924 -2.185 6.422
O -0.502 -2.944 3.172
H -0.893 1.241 -4.035
N 0.167 -2.516 -2.130
C 5.717 2.317 2.505
H -1.409 -0.696 0.797
H -2.631 -2.475 -6.407
C -1.050 -3.468 5.838
H -2.278 -3.495 -5.008
C -3.074 -1.509 -4.487
H 5.262 -0.072 -1.082
H 1.764 -1.575 6.118
C -1.218 3.010 -1.432
C -0.175 -2.563 1.797
H 6.715 1.968 4.385
H -5.198 -1.306 -4.803
C -1.232 2.036 2.371
H -0.230 4.725 -0.577
C -2.430 1.075 -2.530
C 0.732 -2.489 7.752
O 1.142 -1.554 3.680
C -2.954 4.834 -2.584
H -0.544 2.304 -0.955
H -3.489 0.822 -2.477
H 0.999 -3.421 -0.568
Re 1.528 -1.337 1.628
C 5.234 0.466 4.000
H -0.924 -0.821 -2.220
N 0.071 0.301 1.812
H 1.874 -0.825 -3.013
Cl -1.687 6.964 -1.509
C 1.182 1.918 3.322
H -3.946 3.140 -3.418
C 4.766 1.883 1.620
Cl -0.601 -3.651 9.774
H 2.403 3.067 -0.397
C 0.025 1.438 2.514
N -0.125 -1.215 -2.719
C -4.299 -0.702 -4.935
C 0.796 -2.455 -1.013
C 0.036 -2.675 5.460
H -3.426 2.036 0.250
H -3.644 -1.244 -2.372
H 6.291 3.206 2.285
H 2.438 2.559 -2.082
C -1.785 -0.631 -4.585
C -3.121 3.476 -2.799
C -3.363 1.290 1.045
C 4.282 0.060 3.111
C -1.967 1.200 1.555
O 3.208 -3.920 1.373
H 1.410 -2.128 8.512
H 4.314 -0.134 -2.560
C -0.357 -3.276 8.117
H -1.734 -3.848 5.091
H -2.243 -0.078 -6.422
H 4.140 -1.408 -1.338
C 4.282 -0.335 -1.486
Si 2.952 0.652 -0.661
C 0.259 -2.357 4.064
H -3.632 5.553 -3.025
C 3.978 0.722 1.890
H -2.086 -4.374 7.484
H -0.683 -2.498 -4.237
O -1.009 -2.886 1.007
H -4.039 1.591 1.843
H -4.259 -0.444 -5.997
C -1.035 4.367 -1.205
H -1.955 0.498 -1.724
H 3.947 2.867 -1.247
H 5.417 -0.105 4.900
F 3.582 -1.060 3.355
C -2.256 2.545 -2.230
*
```

Calculated values
Largest force on an atom = 1.2 eV Å⁻¹
E_tot = -98142.77522 eV
ΔE to the lowest compared entry with this formula, charge and spin = 0.634 eV

Molecular formula: C2H3NOS2
Method: DFT, wB97M-V/def2-TZVPD

Structure (ORCA input):
```
! wB97M-V def2-TZVPD RIJCOSX def2/J DEFGRID3
* xyz 0 1
N -0.116 0.445 1.247
O -0.405 -1.028 1.542
C 0.168 -0.469 -0.888
H -0.501 -0.501 -1.743
H 1.028 -0.500 -1.501
C 0.067 0.738 -0.013
S -0.013 -1.915 0.167
H -0.265 1.030 2.013
S 0.035 2.199 -0.824
*
```

Calculated values
Largest force on an atom = 3.9 eV Å⁻¹
E_tot = -27327.38770 eV
SMILES = S=C1CSON1
ΔE to the lowest compared entry with this formula, charge and spin = 3.389 eV